43
Properties=species:S:1:pos:R:3:lowdin_charge:R:1 method="wB97M-V/def2-TZVPD" homo_ev="-12.05 / -12.05" molar_mass_g_mol=416.27 charge=+1 e_tot_ev=-31236.768 lumo_energy_ev="-6.34 / -6.34" orbital_gap_ha="0.210 / 0.210"
Rh 0.211 0.207 0.360 1.2355
C 2.968 1.564 -1.042 0.0017
C 2.117 1.415 0.180 -0.2205
C 2.387 0.382 1.104 -0.2185
C 3.616 -0.473 0.971 -0.0105
C 1.472 0.148 2.174 -0.2262
C 1.671 -1.031 3.072 -0.0080
C 0.358 1.042 2.379 -0.2161
C -0.637 0.762 3.461 0.0028
C 0.226 2.215 1.558 -0.2006
C -0.790 3.264 1.893 -0.0109
C 1.027 2.339 0.411 -0.2249
C 0.761 3.441 -0.573 -0.0027
H 3.726 2.333 -0.861 0.1268
H 2.388 1.880 -1.904 0.0882
H 3.474 0.639 -1.299 0.0924
H 3.394 -1.404 0.448 0.0900
H 3.994 -0.728 1.958 0.0980
H 4.405 0.060 0.449 0.0899
H 2.248 -0.703 3.943 0.1259
H 2.211 -1.827 2.572 0.0776
H 0.731 -1.435 3.436 0.0896
H -0.187 0.997 4.430 0.1244
H -0.918 -0.288 3.480 0.0940
H -1.542 1.348 3.343 0.0903
H -1.742 3.054 1.401 0.0859
H -0.439 4.241 1.572 0.0972
H -0.951 3.308 2.967 0.0956
H 1.485 4.248 -0.434 0.1209
H -0.239 3.845 -0.461 0.0884
H 0.853 3.090 -1.597 0.0898
N -2.244 -2.173 0.146 0.1898
C -2.604 -0.863 0.067 -0.4238
N -3.830 -0.406 -0.021 0.0773
N -3.698 0.935 -0.035 -0.0210
N -2.472 1.292 0.025 -0.0472
N -1.722 0.158 0.092 -0.1077
C -0.950 -2.586 0.231 -0.4227
N -0.545 -3.832 0.297 0.0781
N 0.795 -3.755 0.385 -0.0178
N 1.204 -2.544 0.352 -0.0431
N 0.105 -1.747 0.261 -0.1001
H -2.971 -2.873 0.116 0.1724